The following is a DFT calculation (wB97M-V/def2-TZVPD) of a molecular structure, C54H45BrF4IInN4O4P.

```
115
Properties=species:S:1:pos:R:3:forces:R:3:mulliken_charge:R:1
In 0.4858 0.3622 -0.1186 -0.16 -0.85 0.47 1.700
O 1.8741 1.5558 0.8320 0.04 0.19 0.01 -0.784
C 2.7899 0.6570 1.4138 0.20 0.16 0.44 1.166
C 3.9217 0.3593 0.4077 -0.23 0.04 0.09 -1.227
C 3.5789 0.1876 -1.0481 0.17 0.01 -0.12 0.142
C 4.6298 0.2763 -1.9556 -0.01 -0.02 -0.03 -1.138
C 4.3810 0.1844 -3.3104 -0.07 -0.01 0.05 -1.227
C 3.0721 0.0504 -3.7392 -0.06 -0.09 0.01 -0.707
C 2.0595 -0.0395 -2.7988 0.24 -0.22 -0.23 -0.127
C 0.6237 -0.0639 -3.2237 -0.17 0.37 0.26 -1.081
C -0.0368 1.3324 -2.9510 0.00 0.05 -0.19 2.339
O -0.2949 1.4960 -1.5764 -0.16 -0.05 -0.46 0.399
C -1.3764 1.5074 -3.6811 0.04 -0.07 0.11 -1.222
C -1.8465 0.6894 -4.6990 0.07 -0.04 0.06 0.573
C -3.0999 0.9067 -5.2589 -0.05 0.00 -0.07 -0.991
C -3.8947 1.9487 -4.8141 -0.06 -0.02 -0.02 -0.619
C -3.4256 2.7850 -3.8089 0.09 0.04 0.01 -0.930
C -2.1751 2.5693 -3.2575 -0.04 -0.04 0.01 -0.191
C 0.9346 2.4052 -3.4685 -0.12 0.07 0.01 0.067
C 1.8306 3.0306 -2.6101 -0.07 0.00 0.12 -0.096
C 2.7696 3.9261 -3.1026 0.04 0.03 0.03 -0.774
C 2.8148 4.2206 -4.4568 -0.02 0.03 -0.02 -0.796
C 1.9071 3.6175 -5.3157 0.05 -0.05 -0.05 -0.797
C 0.9779 2.7125 -4.8262 0.07 0.00 0.05 -0.607
N 2.3256 -0.0200 -1.4803 -0.08 0.11 0.08 0.628
C 3.4843 1.3038 2.6288 -0.17 0.05 -0.05 0.055
C 4.4469 0.6047 3.3515 -0.04 0.08 -0.05 -0.164
C 5.0013 1.1550 4.4960 0.07 -0.10 0.01 -1.118
C 4.6036 2.4106 4.9322 -0.04 0.08 0.04 -0.562
C 3.6678 3.1238 4.2005 0.06 -0.02 0.01 -0.996
C 3.1203 2.5752 3.0487 -0.01 -0.03 -0.08 -0.055
C 1.9301 -0.5241 1.9900 -0.10 0.05 0.17 -0.183
C 0.6248 -2.5165 1.1873 -0.11 -0.17 0.18 -1.246
C -0.2964 -2.9823 2.3354 -0.18 0.31 -0.49 1.163
C -0.7126 -1.9070 3.2862 0.24 -0.07 0.23 -1.113
C -0.1355 -0.7193 3.5035 -0.31 -0.29 0.08 -1.550
C 0.9822 -0.0786 2.8458 0.33 0.03 -0.35 0.447
H 4.4966 -0.5022 0.7331 0.10 0.01 -0.03 0.547
H 4.5757 1.2340 0.4541 -0.01 -0.02 -0.04 0.885
H 5.6353 0.4208 -1.5848 0.00 0.01 0.03 0.624
H 5.1890 0.2386 -4.0276 0.02 0.03 0.01 0.444
H 2.8272 0.0369 -4.7919 -0.02 0.00 0.00 0.547
H 0.0691 -0.8121 -2.6472 -0.07 -0.09 -0.15 -0.141
H 0.5673 -0.3051 -4.2826 0.05 -0.07 0.04 1.163
H -1.2570 -0.1426 -5.0630 -0.03 0.01 0.01 0.350
H -3.4524 0.2543 -6.0474 -0.01 0.00 0.00 0.497
H -4.8704 2.1169 -5.2508 0.00 -0.02 -0.01 0.427
H -4.0312 3.6131 -3.4620 -0.01 0.00 -0.02 0.456
H -1.7995 3.2144 -2.4742 -0.01 0.02 0.02 0.332
H 1.7938 2.8159 -1.5476 0.02 -0.03 -0.02 0.184
H 3.4721 4.3940 -2.4241 -0.02 0.02 0.01 0.475
H 3.5386 4.9276 -4.8403 0.02 -0.01 0.01 0.419
H 1.9200 3.8487 -6.3731 0.01 0.02 0.00 0.441
H 0.2751 2.2534 -5.5096 -0.03 -0.01 -0.01 0.433
H 4.7668 -0.3743 3.0139 0.00 -0.04 0.06 0.342
H 5.7420 0.5992 5.0566 0.01 -0.01 -0.01 0.436
H 5.0224 2.8325 5.8362 0.03 -0.01 -0.01 0.394
H 3.3577 4.1079 4.5276 0.02 0.02 -0.01 0.453
H 2.4026 3.1326 2.4630 -0.03 0.00 0.03 0.280
H 0.8637 -3.4391 0.6336 0.00 0.05 0.04 0.723
H 0.2489 -3.7370 2.9134 0.02 0.01 -0.04 0.654
H -1.5499 -2.1611 3.9276 -0.06 0.06 0.06 0.791
H -0.6108 -0.0978 4.2557 0.02 -0.01 0.02 0.458
H 1.0416 0.9785 3.0756 -0.01 0.04 0.01 0.508
F -6.6328 -3.5215 -2.8446 -0.01 0.00 -0.02 -0.295
C -5.8312 -3.0954 -1.8870 0.02 0.00 0.11 0.334
C -6.0245 -3.5214 -0.5823 -0.01 -0.03 0.02 0.434
F -7.0149 -4.3567 -0.2990 -0.03 -0.01 -0.03 -0.310
C -5.1833 -3.0801 0.4242 -0.01 0.09 0.08 -0.182
F -5.4512 -3.4978 1.6592 0.07 -0.15 -0.02 -0.393
C -4.1161 -2.2284 0.1582 0.35 0.31 -0.09 -0.262
P -2.8233 -1.6374 1.3414 -0.84 -0.47 0.01 0.696
C -1.5121 -3.7639 1.7929 0.24 0.26 0.07 -0.700
C -2.2616 -4.5321 2.7147 -0.07 0.05 0.00 0.126
C -3.1117 -5.5307 2.2943 -0.14 0.01 0.03 -0.916
C -3.2402 -5.8135 0.9356 -0.01 0.08 0.01 -0.687
C -2.5337 -5.0656 0.0070 -0.03 -0.03 -0.07 -1.092
C -1.6781 -4.0599 0.4199 0.03 -0.04 -0.04 0.192
C -4.0374 -1.2906 2.6694 -0.01 -0.19 0.10 0.902
C -4.7874 -0.1601 2.3322 0.18 -0.07 -0.07 -0.618
C -5.7300 0.3489 3.2086 -0.02 0.05 0.03 -0.838
C -5.9564 -0.2879 4.4199 0.01 0.05 -0.01 -0.664
C -5.2328 -1.4233 4.7501 0.00 -0.04 0.02 -0.905
C -4.2742 -1.9235 3.8824 0.13 0.04 0.08 -0.022
C -3.9682 -1.7714 -1.1593 0.08 -0.09 0.14 -0.117
Br -2.6687 -0.4468 -1.5108 -0.29 -0.11 -0.27 0.436
C -4.8077 -2.2029 -2.1693 0.32 0.17 0.01 0.342
F -4.6446 -1.7723 -3.4142 -0.12 -0.02 -0.04 -0.240
H -2.0902 -4.3972 3.7762 -0.02 0.07 0.01 0.593
H -3.6662 -6.1084 3.0214 0.03 -0.03 0.01 0.458
H -3.8822 -6.6226 0.6123 -0.02 0.02 -0.01 0.470
H -2.6362 -5.2692 -1.0514 0.00 -0.03 0.01 0.524
H -1.1279 -3.4908 -0.3174 0.06 0.07 0.05 0.462
H -4.6190 0.3095 1.3688 -0.10 0.14 -0.03 0.323
H -6.2946 1.2326 2.9423 0.00 -0.01 -0.02 0.466
H -6.7023 0.0973 5.1016 -0.01 0.00 0.00 0.409
H -5.4262 -1.9323 5.6850 0.02 -0.01 0.00 0.473
H -3.7481 -2.8313 4.1405 0.03 0.00 0.02 0.286
N 2.9739 -2.2771 0.5567 0.17 0.11 0.03 -0.228
C 2.0352 -2.0060 1.6398 -0.18 -0.29 -0.09 0.347
O -0.0291 -1.6327 0.3268 0.29 0.42 -0.25 -0.417
C 2.5866 -2.6800 2.9015 -0.01 0.04 -0.04 -2.019
I 2.7375 -4.8340 2.7920 0.06 0.08 0.02 0.013
H 2.5428 -2.0611 -0.3347 0.00 -0.03 -0.04 0.010
H 3.1941 -3.2676 0.5502 -0.04 -0.01 -0.02 0.503
H 1.9935 -2.4464 3.7797 -0.03 -0.10 0.00 0.517
H 3.6081 -2.3515 3.0642 0.01 -0.01 0.02 0.812
N -2.7045 2.9521 0.7305 0.07 -0.02 -0.03 -0.336
C -1.4923 2.3811 0.9243 -0.12 0.14 0.40 -0.031
N -0.4442 3.2100 1.0833 -0.06 -0.18 -0.10 -0.181
O -1.3904 1.1337 1.0548 0.39 0.29 -0.34 0.100
H -2.7816 3.9268 0.5013 -0.01 0.01 0.01 0.226
H -3.4698 2.3584 0.4729 0.01 -0.12 -0.07 0.136
H -0.5219 4.1794 0.8322 0.01 0.01 -0.04 0.213
H 0.4866 2.7950 1.1081 0.10 0.02 0.13 0.147
```
Positions in Å, forces in eV/Å.

For the orbital gap, the calculation gives 5.8 eV. The total charge is +1. Its multiplicity is 1. Its HOMO energy is -10.546 eV. The LUMO energy is -4.72 eV.